{
  "formula": "C30H35Br2CuF9N4O2S3",
  "method": "ωB97M-V/def2-TZVPD",
  "symbols": ["C", "C", "C", "C", "N", "C", "N", "C", "C", "C", "C", "C", "S", "C", "S", "N", "C", "C", "C", "C", "C", "C", "F", "F", "C", "F", "F", "C", "F", "F", "C", "F", "F", "F", "C", "C", "Br", "C", "C", "Br", "C", "S", "C", "N", "C", "C", "C", "O", "C", "O", "H", "H", "H", "H", "H", "H", "H", "H", "H", "H", "H", "H", "H", "H", "H", "H", "H", "H", "H", "H", "H", "H", "H", "H", "H", "H", "H", "H", "H", "H", "H", "H", "H", "H", "H", "Cu"],
  "positions_angstrom": [[-2.570, 1.131, 5.147], [-3.582, 0.427, 4.247], [-2.982, 0.033, 2.881], [-2.618, -1.452, 2.796], [-2.755, -1.988, 1.400], [-1.504, -2.198, 0.710], [-0.997, -1.210, 0.050], [0.046, -1.472, -0.774], [0.619, -0.382, -1.491], [-0.047, 0.942, -1.215], [-1.466, 1.016, -1.836], [-1.626, 2.127, -2.852], [-1.348, 3.815, -2.203], [-1.950, 3.756, -0.542], [-3.403, 3.138, -0.151], [-1.059, 4.386, 0.372], [-1.605, 5.738, 0.667], [-0.589, 6.656, 1.331], [-0.871, 3.579, 1.599], [0.567, 3.644, 2.099], [1.682, -0.630, -2.319], [2.334, 0.564, -3.017], [1.349, 1.364, -3.526], [3.079, 0.194, -4.068], [3.233, 1.551, -2.158], [3.990, 2.208, -3.061], [2.476, 2.470, -1.536], [4.256, 0.970, -1.139], [4.986, 2.023, -0.721], [5.062, 0.124, -1.793], [3.696, 0.282, 0.157], [2.443, 0.683, 0.414], [3.699, -1.048, 0.021], [4.450, 0.597, 1.202], [2.149, -1.986, -2.520], [3.213, -2.364, -3.489], [4.899, -2.813, -2.761], [2.969, -2.478, -4.792], [1.603, -2.236, -5.379], [4.264, -3.011, -6.030], [1.571, -3.034, -1.841], [2.096, -4.713, -2.072], [0.512, -2.790, -0.930], [-0.039, -3.813, -0.223], [-0.977, -3.521, 0.633], [-1.502, -4.634, 1.551], [-0.415, -5.690, 1.789], [0.764, -5.006, 2.205], [1.917, -5.372, 1.538], [2.498, -6.382, 1.763], [-1.626, 0.585, 5.193], [-2.954, 1.248, 6.159], [-2.355, 2.131, 4.769], [-3.995, -0.447, 4.752], [-4.409, 1.113, 4.065], [-2.084, 0.631, 2.727], [-3.695, 0.280, 2.091], [-3.193, -2.062, 3.489], [-1.568, -1.574, 3.067], [-3.232, -1.269, 0.858], [-0.164, 0.991, -0.135], [0.532, 1.801, -1.520], [-1.737, 0.071, -2.312], [-2.187, 1.175, -1.038], [-2.612, 2.093, -3.313], [-0.880, 2.046, -3.642], [-2.508, 5.629, 1.279], [-1.900, 6.187, -0.283], [-0.924, 7.687, 1.254], [-0.435, 6.392, 2.376], [0.361, 6.566, 0.804], [-1.070, 2.543, 1.324], [-1.592, 3.858, 2.374], [1.230, 3.128, 1.406], [0.922, 4.666, 2.194], [0.636, 3.165, 3.076], [1.650, -2.114, -6.456], [0.990, -3.125, -5.195], [1.096, -1.397, -4.908], [1.606, -4.888, -3.305], [-1.804, -4.225, 2.514], [-2.361, -5.147, 1.062], [-0.241, -6.304, 0.908], [-0.734, -6.326, 2.615], [2.253, -4.634, 0.803], [-3.533, -3.673, 0.810]],
  "atomic_forces_ev_per_a": [[0.0, 0.0, 0.0], [0.1, 0.3, -0.1], [-0.2, -0.1, 0.4], [0.5, 0.0, 0.2], [-0.1, 0.7, -0.2], [0.4, -0.1, -0.4], [-0.3, -0.2, 0.0], [0.1, -0.1, 0.0], [-0.2, 0.3, 0.2], [-0.3, -0.1, 0.1], [0.2, 0.0, 0.0], [-0.6, 0.2, -0.1], [0.7, -0.1, 0.2], [0.0, 0.1, -0.3], [0.0, -0.2, 0.2], [-0.6, 0.0, 0.2], [0.4, 0.2, -0.1], [0.0, -0.3, -0.2], [0.4, -0.1, -0.3], [-0.1, 0.1, 0.0], [0.3, -0.3, -0.1], [-0.2, 0.2, 0.1], [0.1, -0.1, -0.1], [0.1, 0.0, 0.1], [0.3, 0.0, -0.5], [-0.1, 0.0, 0.1], [0.1, -0.1, 0.1], [0.0, 0.4, 0.1], [-0.1, -0.1, -0.1], [-0.1, 0.0, 0.1], [0.3, -0.1, 0.1], [0.1, -0.1, 0.0], [-0.2, 0.2, 0.0], [-0.1, -0.1, -0.1], [0.1, 0.1, 0.0], [0.4, 0.0, -0.4], [-0.1, 0.1, 0.1], [-0.4, 0.1, 0.2], [0.0, -0.5, 0.2], [0.1, -0.1, 0.0], [-0.2, -0.1, -0.2], [0.0, -0.3, 0.1], [-0.1, 0.1, 0.0], [0.0, 0.4, 0.3], [0.0, -0.2, 0.1], [0.8, 0.4, -0.6], [-0.1, -0.2, 0.5], [-0.1, 0.2, -0.4], [0.4, -0.4, 0.2], [-0.2, 0.1, -0.1], [0.0, 0.0, 0.1], [0.0, 0.0, 0.0], [0.0, 0.0, -0.1], [0.0, 0.0, 0.0], [-0.1, -0.1, 0.1], [-0.1, 0.1, -0.3], [0.0, 0.0, -0.1], [-0.2, 0.0, -0.1], [0.0, -0.1, 0.1], [0.1, 0.2, 0.1], [0.1, 0.2, 0.1], [0.0, -0.1, 0.0], [0.0, 0.0, -0.1], [-0.1, -0.2, 0.0], [0.0, -0.1, 0.0], [0.0, 0.1, 0.0], [-0.1, 0.0, 0.0], [-0.1, -0.1, -0.1], [0.0, 0.0, 0.2], [0.0, 0.1, 0.1], [0.1, 0.1, 0.0], [-0.2, 0.0, 0.1], [0.0, 0.1, 0.0], [0.0, 0.0, 0.0], [0.0, 0.0, 0.1], [0.1, 0.0, 0.0], [0.0, 0.2, 0.0], [-0.1, 0.0, 0.0], [0.0, 0.1, -0.1], [0.0, 0.1, -0.1], [-0.1, 0.1, 0.1], [0.0, -0.5, 0.1], [0.1, 0.1, -0.1], [-0.1, -0.2, -0.1], [0.0, 0.2, 0.2], [-0.8, -0.4, 0.1]],
  "charge": 1,
  "total_energy_ha": -10415.2138,
  "homo_ev": -10.57
}

---

{
  "formula": "C30H35BrN5OPd",
  "method": "ωB97M-V/def2-TZVPD",
  "symbols": ["Pd", "C", "N", "C", "C", "N", "C", "C", "C", "C", "C", "C", "N", "C", "N", "C", "C", "C", "C", "C", "C", "N", "H", "H", "H", "H", "H", "H", "H", "H", "H", "H", "H", "H", "H", "H", "H", "C", "C", "C", "C", "C", "C", "C", "Br", "C", "O", "C", "C", "C", "C", "C", "C", "H", "H", "H", "H", "H", "H", "H", "H", "H", "H", "H", "H", "H", "H", "H", "H", "H", "H", "H", "H"],
  "positions_angstrom": [[0.003, 2.138, -0.001], [1.235, 5.312, -1.176], [-0.001, 5.059, -0.469], [-1.228, 5.316, -1.191], [-1.861, 4.123, -1.857], [-1.524, 2.891, -1.649], [-2.362, 2.114, -2.419], [-2.396, 0.731, -2.547], [-3.335, 0.202, -3.414], [-4.217, 1.027, -4.125], [-4.193, 2.407, -4.000], [-3.248, 2.940, -3.133], [-2.904, 4.225, -2.757], [1.862, 4.121, -1.853], [1.509, 2.890, -1.667], [2.348, 2.115, -2.437], [2.371, 0.733, -2.582], [3.316, 0.206, -3.443], [4.213, 1.032, -4.134], [4.201, 2.410, -3.991], [3.251, 2.941, -3.129], [2.916, 4.224, -2.740], [1.968, 5.700, -0.455], [1.085, 6.101, -1.923], [-0.004, 4.035, -0.095], [-1.062, 6.093, -1.947], [-1.963, 5.722, -0.483], [-1.704, 0.135, -1.961], [-3.401, -0.871, -3.548], [-4.945, 0.574, -4.787], [-4.889, 3.028, -4.551], [-3.358, 5.072, -3.043], [1.669, 0.136, -2.010], [3.375, -0.865, -3.589], [4.946, 0.581, -4.793], [4.909, 3.032, -4.526], [3.383, 5.070, -3.007], [1.254, -2.440, 5.951], [-0.001, -2.872, 5.176], [-1.256, -2.437, 5.950], [-0.003, -4.400, 5.098], [0.000, -2.223, 3.793], [0.003, -0.837, 3.674], [0.003, -0.239, 2.438], [0.008, 1.697, 2.441], [0.001, -0.929, 1.177], [-0.001, -0.328, 0.062], [0.001, -2.373, 1.332], [0.000, -2.939, 2.601], [0.003, -3.388, 0.163], [0.009, -2.827, -1.264], [-1.252, -4.271, 0.276], [1.252, -4.278, 0.284], [1.284, -2.903, 6.944], [1.280, -1.358, 6.079], [2.149, -2.738, 5.402], [-1.288, -2.899, 6.943], [-2.152, -2.732, 5.401], [-1.279, -1.354, 6.078], [-0.004, -4.822, 6.106], [0.884, -4.768, 4.578], [-0.891, -4.766, 4.577], [0.003, -0.201, 4.551], [-0.001, -4.022, 2.663], [-0.868, -2.215, -1.454], [0.012, -3.667, -1.971], [0.890, -2.216, -1.446], [-2.147, -3.651, 0.192], [-1.293, -4.798, 1.232], [-1.269, -5.017, -0.525], [2.150, -3.662, 0.205], [1.269, -5.025, -0.516], [1.284, -4.804, 1.240]],
  "atomic_forces_ev_per_a": [[0.0, -0.3, 0.0], [-0.1, 0.0, 0.1], [0.0, -0.1, -0.1], [0.1, 0.0, 0.1], [0.0, -0.2, -0.2], [0.1, 0.1, 0.3], [-0.2, 0.1, -0.2], [0.0, 0.0, 0.1], [0.0, -0.1, 0.0], [-0.1, 0.0, 0.0], [-0.1, 0.1, 0.0], [0.2, -0.3, 0.1], [0.0, 0.1, 0.0], [0.0, -0.2, -0.2], [-0.1, 0.1, 0.3], [0.2, 0.2, -0.2], [0.0, 0.0, 0.0], [0.0, -0.1, 0.0], [0.1, 0.0, 0.0], [0.1, 0.1, 0.0], [-0.2, -0.3, 0.1], [0.0, 0.1, 0.0], [0.1, 0.0, -0.1], [0.1, 0.0, 0.0], [0.0, 0.6, 0.1], [-0.1, 0.0, 0.0], [-0.1, 0.0, -0.1], [0.0, -0.1, 0.0], [0.0, 0.0, 0.0], [0.0, 0.0, 0.0], [0.0, 0.0, 0.0], [0.0, 0.1, 0.0], [0.0, -0.1, 0.0], [0.0, 0.0, 0.0], [0.0, 0.0, 0.0], [0.0, 0.0, 0.0], [0.0, 0.1, 0.0], [-0.1, 0.0, 0.0], [0.0, 0.0, 0.0], [0.1, 0.0, 0.0], [0.0, 0.0, 0.0], [0.0, -0.1, 0.1], [0.0, 0.1, 0.0], [0.0, 0.1, 0.0], [0.0, -0.3, -0.1], [0.0, -0.3, 0.1], [0.0, -0.3, -0.2], [0.0, 0.3, -0.2], [0.0, 0.0, 0.1], [0.0, -0.1, 0.0], [0.0, 0.1, 0.2], [0.0, 0.0, 0.0], [0.0, 0.0, 0.0], [0.0, 0.0, 0.0], [0.0, 0.0, 0.0], [0.0, 0.0, 0.0], [0.0, 0.0, 0.0], [0.0, 0.0, 0.0], [0.0, 0.0, 0.0], [0.0, 0.0, 0.0], [0.0, 0.0, 0.0], [0.0, 0.0, 0.0], [0.0, 0.0, 0.0], [0.0, 0.1, 0.0], [0.0, 0.1, 0.0], [0.0, 0.0, 0.1], [0.0, 0.1, 0.0], [0.0, 0.0, 0.0], [0.0, 0.0, 0.0], [0.0, 0.0, 0.0], [0.0, 0.0, 0.0], [0.0, 0.0, 0.0], [0.0, 0.0, 0.0]],
  "charge": -1,
  "total_energy_ha": -4215.1638,
  "relative_energy_kcal_mol": 22.2,
  "homo_ev": -2.63
}

---

{
  "formula": "C30H36BCl3F8N4O4PTi",
  "method": "ωB97M-V/def2-TZVPD",
  "symbols": ["Ti", "C", "C", "N", "C", "C", "C", "C", "N", "C", "C", "F", "C", "F", "C", "C", "F", "C", "F", "H", "H", "H", "H", "H", "H", "H", "H", "H", "H", "H", "H", "H", "H", "H", "Cl", "C", "C", "C", "Cl", "C", "O", "C", "Cl", "C", "H", "H", "N", "C", "C", "C", "C", "N", "C", "C", "H", "H", "H", "H", "C", "C", "O", "P", "O", "C", "C", "O", "C", "C", "H", "H", "H", "H", "H", "H", "H", "H", "H", "H", "H", "H", "H", "H", "H", "F", "B", "F", "F", "F"],
  "positions_angstrom": [[-0.657, 0.462, -0.150], [0.706, -4.234, -3.413], [0.995, -3.224, -2.300], [0.972, -1.816, -2.679], [1.929, -1.455, -3.712], [3.341, -1.940, -3.420], [-0.386, -1.377, -2.973], [-0.549, 0.116, -3.218], [-0.215, 0.929, -2.050], [0.303, 2.180, -2.252], [0.887, 2.841, -1.161], [0.850, 2.185, 0.045], [1.438, 4.095, -1.196], [1.959, 4.607, -0.070], [1.462, 4.818, -2.371], [0.880, 4.214, -3.467], [0.838, 4.882, -4.633], [0.312, 2.955, -3.428], [-0.299, 2.532, -4.554], [0.765, -5.248, -3.014], [-0.293, -4.102, -3.831], [1.427, -4.155, -4.230], [0.256, -3.348, -1.505], [1.967, -3.450, -1.853], [1.615, -1.814, -4.710], [1.957, -0.365, -3.770], [3.433, -3.026, -3.485], [4.033, -1.506, -4.143], [3.651, -1.630, -2.421], [-0.790, -1.872, -3.875], [-1.018, -1.683, -2.135], [0.062, 0.400, -4.072], [-1.589, 0.279, -3.523], [1.883, 5.809, -2.427], [5.144, -4.479, 1.137], [3.745, -3.481, 0.852], [3.887, -2.272, 0.193], [2.771, -1.486, -0.022], [2.977, 0.003, -0.877], [1.474, -1.853, 0.402], [0.404, -1.146, 0.190], [1.403, -3.099, 1.052], [-0.150, -3.664, 1.585], [2.504, -3.905, 1.281], [4.855, -1.941, -0.156], [2.386, -4.852, 1.787], [-7.383, -2.663, -0.420], [-6.332, -2.176, -0.393], [-5.049, -1.591, -0.358], [-4.682, -0.531, -1.233], [-3.433, 0.000, -1.178], [-2.459, -0.443, -0.304], [-2.826, -1.454, 0.558], [-4.055, -2.029, 0.561], [-5.399, -0.132, -1.936], [-3.154, 0.832, -1.812], [-2.055, -1.786, 1.241], [-4.272, -2.826, 1.259], [1.823, 3.408, 4.367], [1.157, 3.151, 3.034], [-0.117, 2.515, 3.238], [-0.285, 0.987, 2.760], [0.432, 0.278, 4.038], [0.744, -1.121, 3.942], [2.241, -1.320, 4.006], [-1.849, 0.766, 2.979], [-2.656, 1.341, 4.027], [-3.391, 2.552, 3.501], [2.781, 3.908, 4.214], [1.992, 2.469, 4.893], [1.194, 4.045, 4.989], [1.790, 2.524, 2.398], [0.962, 4.074, 2.489], [0.330, -1.541, 3.019], [0.244, -1.613, 4.778], [2.729, -0.856, 3.147], [2.481, -2.385, 3.995], [2.643, -0.878, 4.918], [-2.018, 1.590, 4.878], [-3.347, 0.554, 4.328], [-2.688, 3.333, 3.214], [-4.061, 2.941, 4.270], [-3.977, 2.292, 2.620], [-2.433, 3.285, -1.689], [-2.358, 3.452, -0.322], [-3.586, 3.505, 0.286], [-1.515, 4.479, 0.050], [-1.686, 2.182, 0.213]],
  "atomic_forces_ev_per_a": [[0.1, -0.1, -0.1], [0.0, 0.0, 0.0], [0.0, 0.0, -0.1], [-0.1, -0.1, -0.1], [0.0, 0.0, 0.0], [0.1, -0.1, 0.0], [0.0, 0.0, 0.0], [0.0, 0.0, 0.1], [0.0, 0.1, -0.1], [0.0, -0.1, 0.0], [0.0, 0.0, 0.0], [0.3, -0.1, 0.0], [0.0, 0.0, 0.0], [0.0, 0.0, 0.0], [0.0, 0.0, 0.0], [0.0, 0.0, 0.0], [0.0, 0.0, 0.0], [0.0, 0.0, 0.0], [0.0, 0.0, 0.0], [0.0, 0.0, 0.0], [0.0, 0.0, 0.0], [0.0, 0.0, 0.0], [0.0, 0.0, 0.0], [0.0, 0.0, 0.0], [0.0, 0.0, 0.0], [0.0, 0.0, 0.0], [0.0, 0.0, 0.0], [0.0, 0.0, 0.0], [0.0, -0.2, -0.4], [0.0, 0.0, 0.0], [0.0, 0.0, 0.0], [0.0, 0.0, 0.0], [0.0, 0.0, 0.0], [0.0, 0.0, 0.0], [0.0, 0.0, 0.0], [0.0, 0.0, 0.0], [0.0, 0.0, 0.1], [-0.2, 0.1, 0.1], [-0.1, 0.5, 0.5], [0.0, 0.0, -0.1], [0.1, 0.3, 0.2], [0.0, 0.0, 0.1], [0.0, -0.1, -0.1], [0.0, 0.0, 0.0], [0.0, 0.0, 0.0], [0.0, 0.0, 0.0], [0.0, 0.0, 0.0], [0.0, 0.0, 0.0], [0.0, 0.0, 0.0], [0.0, 0.0, 0.0], [0.0, 0.0, 0.0], [0.0, 0.0, 0.1], [0.0, 0.0, 0.0], [0.0, 0.0, 0.0], [0.0, 0.0, 0.0], [0.0, 0.0, 0.0], [0.0, 0.0, 0.0], [0.0, 0.0, 0.0], [0.0, 0.0, 0.0], [0.0, 0.0, 0.0], [0.0, 0.0, 0.0], [-0.3, 0.0, -0.1], [0.1, 0.0, 0.0], [0.0, 0.0, 0.0], [0.0, 0.0, 0.0], [0.0, 0.0, 0.0], [0.0, 0.0, 0.0], [0.0, 0.0, 0.0], [0.0, 0.0, 0.0], [0.0, 0.0, 0.0], [0.0, 0.0, 0.0], [0.0, 0.0, 0.0], [0.0, 0.0, 0.0], [0.0, 0.1, 0.1], [0.0, 0.0, 0.0], [0.0, 0.0, 0.0], [0.0, 0.0, 0.0], [0.0, 0.0, 0.0], [0.0, 0.0, 0.0], [0.0, 0.0, 0.0], [0.0, 0.0, 0.0], [0.0, 0.0, 0.0], [0.0, 0.0, 0.0], [0.0, 0.0, 0.0], [0.0, 0.1, 0.0], [0.0, 0.0, 0.0], [0.0, 0.0, 0.0], [0.0, 0.0, 0.1]],
  "charge": -1,
  "total_energy_ha": -5080.4023,
  "relative_energy_kcal_mol": 0.4,
  "spin_multiplicity": 3,
  "homo_ev": [-3.12, -5.61]
}